*i*
{"formula": "HI3P2", "method": "ωB97M-V/def2-TZVPD", "lumo_ev": [-1.66, -1.24], "gap_ev": [7.38, 7.54], "symbols": ["P", "P", "I", "I", "I", "H"], "xyz": [[0.44604, -1.06529, 0.33522], [-0.40916, 0.84304, -0.30487], [1.86124, -1.25797, -1.55569], [-1.81690, -0.24735, -1.87154], [-1.81400, 1.37828, 1.59552], [1.73279, 0.34929, 1.80136]]}

=====

*ii*
{"formula": "HI3P2", "method": "ωB97M-V/def2-TZVPD", "lumo_ev": [-3.68, -3.68], "gap_ev": [4.81, 4.82], "symbols": ["P", "P", "I", "I", "I", "H"], "xyz": [[-0.40949, -0.40392, -0.63064], [-0.08438, 0.78340, 1.11892], [-0.31148, -2.56821, 0.52682], [2.99656, -0.49978, -0.75360], [-0.26165, 2.98310, 0.09574], [-1.92956, -0.29460, -0.35724]]}

=====

Most stable structure, least stable structure: *ii*, *i*.

=====

*i*
{"formula": "C22H24InN8O9Se", "method": "ωB97M-V/def2-TZVPD", "total_charge": -1, "lumo_ev": 2.45, "gap_ev": 7.52, "symbols": ["In", "O", "C", "N", "C", "C", "C", "C", "C", "C", "N", "C", "O", "C", "C", "C", "C", "C", "N", "C", "C", "C", "C", "C", "N", "H", "H", "H", "H", "H", "H", "H", "H", "H", "H", "H", "H", "C", "O", "C", "O", "N", "N", "H", "H", "H", "H", "H", "H", "C", "N", "C", "N", "O", "H", "H", "H", "H", "H", "H", "O", "Se", "O", "O", "O"], "xyz": [[-0.49126, 0.22438, 0.04615], [0.79766, 0.93152, 4.02718], [0.42609, 0.94053, 2.85667], [0.25689, -0.09010, 2.02321], [0.24491, -1.42977, 2.42737], [1.06562, -1.95830, 3.41366], [0.98242, -3.30760, 3.74579], [0.07560, -4.12858, 3.09750], [-0.75424, -3.61598, 2.10442], [-0.67787, -2.27115, 1.75351], [-1.43425, -1.64984, 0.75681], [-2.50587, -2.15636, 0.16590], [-3.05426, -3.25281, 0.30840], [-3.13776, -1.16659, -0.81112], [-4.30271, -1.51695, -1.46926], [-4.88068, -0.60461, -2.33649], [-4.27863, 0.62744, -2.52046], [-3.10955, 0.90584, -1.83372], [-2.56009, 0.02522, -0.99524], [0.01123, 2.27454, 2.24476], [0.25702, 3.45176, 2.92939], [-0.13608, 4.64568, 2.35312], [-0.75247, 4.63291, 1.10969], [-0.95745, 3.41984, 0.48343], [-0.60456, 2.27109, 1.06152], [1.75178, -1.29917, 3.92412], [1.62508, -3.70708, 4.52090], [0.00252, -5.17638, 3.36374], [-1.47492, -4.24106, 1.59964], [-4.71572, -2.49650, -1.27881], [-5.79098, -0.85533, -2.86724], [-4.68233, 1.36514, -3.19902], [-2.58775, 1.84432, -1.98559], [0.76166, 3.39457, 3.88211], [0.05259, 5.58442, 2.85862], [-1.04641, 5.54787, 0.61479], [-1.37053, 3.35422, -0.51802], [3.85401, -0.10268, 0.03945], [3.63418, 0.96056, -0.88459], [2.91056, 1.98599, -0.37745], [2.47541, 1.98255, 0.75095], [2.81808, 2.97433, -1.31580], [1.94283, 4.03503, -1.00828], [4.40438, -0.85977, -0.51542], [2.91161, -0.50976, 0.40037], [4.44229, 0.24390, 0.89008], [2.72069, 2.61526, -2.26589], [1.03435, 3.84767, -1.42820], [2.31947, 4.86197, -1.45254], [2.03048, -3.73452, -0.36017], [1.28450, -3.37342, -1.55625], [0.69267, -2.15539, -1.64591], [-0.15931, -1.93526, -2.66673], [0.94850, -1.30203, -0.77608], [2.44011, -4.73263, -0.50459], [1.40362, -3.72449, 0.53232], [2.85258, -3.03664, -0.21320], [0.93482, -4.11092, -2.14068], [-0.22644, -2.62968, -3.39014], [-0.35602, -0.96224, -2.96715], [-0.78695, 0.56829, -3.78805], [-0.07239, 1.85069, -3.07086], [-1.11020, 3.09325, -2.86803], [0.32746, 1.34858, -1.50857], [1.32397, 2.28422, -3.76599]]}

=====

*ii*
{"formula": "C22H24InN8O9Se", "method": "ωB97M-V/def2-TZVPD", "total_charge": -1, "lumo_ev": 2.44, "gap_ev": 7.64, "symbols": ["In", "O", "C", "N", "C", "C", "C", "C", "C", "C", "N", "C", "O", "C", "C", "C", "C", "C", "N", "C", "C", "C", "C", "C", "N", "H", "H", "H", "H", "H", "H", "H", "H", "H", "H", "H", "H", "C", "O", "C", "O", "N", "N", "H", "H", "H", "H", "H", "H", "C", "N", "C", "N", "O", "H", "H", "H", "H", "H", "H", "O", "Se", "O", "O", "O"], "xyz": [[-0.52483, 0.20782, -0.02799], [0.74587, 0.71234, 4.01832], [0.43087, 0.79274, 2.83448], [0.33125, -0.17950, 1.92136], [0.28222, -1.53582, 2.27962], [1.12526, -2.12276, 3.21339], [1.01436, -3.47850, 3.50397], [0.05975, -4.24950, 2.86046], [-0.79201, -3.68006, 1.91939], [-0.69158, -2.32377, 1.61650], [-1.47069, -1.64201, 0.67504], [-2.59018, -2.09984, 0.12996], [-3.17249, -3.17411, 0.29374], [-3.22202, -1.08836, -0.81901], [-4.42596, -1.39396, -1.42967], [-4.99639, -0.46442, -2.28237], [-4.34626, 0.73679, -2.50710], [-3.13968, 0.96941, -1.87192], [-2.60075, 0.07588, -1.03921], [0.04655, 2.15704, 2.27865], [0.34271, 3.30538, 2.99113], [0.01246, 4.52928, 2.44131], [-0.60431, 4.57327, 1.19910], [-0.87815, 3.38369, 0.55541], [-0.57791, 2.20456, 1.10125], [1.85013, -1.50118, 3.71822], [1.67197, -3.92491, 4.23998], [-0.03416, -5.30402, 3.09157], [-1.54877, -4.26883, 1.42472], [-4.87331, -2.35314, -1.21509], [-5.93764, -0.67926, -2.77335], [-4.74197, 1.48496, -3.17887], [-2.57820, 1.87802, -2.05951], [0.84786, 3.20004, 3.93963], [0.25559, 5.44642, 2.96263], [-0.84420, 5.50991, 0.71667], [-1.31073, 3.36128, -0.43879], [3.69859, 0.25762, 0.42158], [3.52716, 1.15642, -0.67157], [2.89082, 2.30765, -0.35549], [2.54550, 2.58429, 0.77118], [2.76948, 3.07016, -1.48148], [1.89737, 4.17699, -1.39613], [4.23798, -0.59462, 0.01405], [2.73673, -0.06752, 0.81525], [4.27563, 0.72549, 1.21934], [2.66623, 2.51780, -2.33404], [0.97068, 3.88803, -1.70462], [2.22994, 4.85684, -2.06732], [2.18657, -3.63084, -0.21460], [1.31818, -3.43946, -1.36455], [0.69609, -2.25346, -1.56330], [-0.22090, -2.16463, -2.54896], [0.98128, -1.28825, -0.82782], [2.52280, -4.66579, -0.21001], [1.67031, -3.41814, 0.72092], [3.05631, -2.97856, -0.28855], [0.96775, -4.24722, -1.84581], [-0.28795, -2.92231, -3.20670], [-0.42072, -1.21952, -2.92891], [-0.75167, 0.29859, -3.63726], [-0.00765, 1.66363, -3.12456], [-0.99604, 2.95350, -3.19466], [0.28975, 1.44627, -1.46949], [1.43510, 1.92214, -3.81008]]}

=====

Most stable structure, least stable structure: *ii*, *i*.

=====

*i*
{"formula": "C4H5N2OS", "method": "ωB97M-V/def2-TZVPD", "total_charge": -1, "lumo_ev": 3.93, "smiles": "COc1ccnn1[S-]", "gap_ev": 6.48, "symbols": ["C", "O", "C", "C", "C", "N", "N", "S", "H", "H", "H", "H", "H"], "xyz": [[-0.12502, -0.60477, 1.68023], [-0.53257, -0.68481, 0.32726], [0.20065, -0.03264, -0.61283], [-0.24037, 0.43429, -1.82976], [0.90134, 0.85591, -2.51861], [1.99932, 0.69303, -1.80075], [1.65468, 0.14984, -0.64139], [2.79810, -0.11536, 0.57286], [0.85793, -0.14014, 1.77877], [-0.06994, -1.62312, 2.07360], [-0.86821, -0.02995, 2.24726], [-1.25954, 0.47231, -2.16777], [0.96059, 1.25223, -3.51940]]}

=====

*ii*
{"formula": "C4H5N2OS", "method": "ωB97M-V/def2-TZVPD", "total_charge": -1, "lumo_ev": 3.83, "smiles": "Cn1[nH]c(=S)cc1[O-]", "gap_ev": 7.32, "symbols": ["C", "N", "N", "C", "S", "C", "C", "O", "H", "H", "H", "H", "H"], "xyz": [[-1.08708, 0.13624, 1.51089], [-0.34662, -0.31922, 0.37506], [-0.66519, 0.37577, -0.73995], [0.42229, 0.28468, -1.67119], [0.33247, 0.98800, -3.29513], [1.46912, -0.25981, -0.90677], [1.04886, -0.60730, 0.33579], [1.58512, -0.99335, 1.37982], [-0.51824, 0.86131, 2.10962], [-2.05688, 0.56779, 1.12667], [-1.20048, -0.70683, 2.27186], [-1.47059, -0.03673, -1.30767], [2.48722, -0.29056, -1.18900]]}

=====

Most stable structure, least stable structure: *ii*, *i*.

=====

*i*
{"formula": "C9H11O3", "method": "ωB97M-V/def2-TZVPD", "total_charge": -1, "lumo_ev": 3.42, "gap_ev": 7.46, "symbols": ["C", "C", "O", "O", "H", "H", "H", "C", "C", "C", "C", "C", "C", "C", "O", "H", "H", "H", "H", "H", "H", "H", "H"], "xyz": [[-2.94988, 0.97336, -0.21157], [-2.80434, -0.50816, 0.10636], [-2.30895, -0.98044, 1.16737], [-3.41105, -1.30984, -0.65049], [-1.84974, 1.29380, -0.37773], [-3.43157, 1.36532, 0.70414], [-3.45798, 1.12679, -1.06278], [3.21559, -0.08236, -2.29462], [0.62597, 0.39694, 1.03233], [1.18063, -0.84622, 0.75636], [1.07748, 1.44796, 0.40295], [2.21970, -0.93236, -0.13342], [1.84324, 1.29448, -0.78516], [2.44713, 0.13093, -1.07249], [-0.31050, 0.42680, 1.91334], [-1.45548, -0.35619, 1.99629], [1.16026, -1.76112, 1.47068], [0.63008, 2.37650, 0.71955], [2.88823, -1.73370, -0.11235], [2.12941, 2.18175, -1.58458], [2.81858, -1.03764, -2.76268], [4.32033, -0.31711, -2.09107], [3.35871, 0.52210, -3.14556]]}

=====

*ii*
{"formula": "C9H11O3", "method": "ωB97M-V/def2-TZVPD", "total_charge": -1, "lumo_ev": 2.93, "gap_ev": 6.64, "symbols": ["C", "C", "C", "C", "C", "C", "C", "O", "H", "H", "H", "H", "H", "H", "H", "H", "C", "C", "O", "O", "H", "H", "H"], "xyz": [[0.42074, -3.59511, -1.95689], [-0.59548, 0.34190, -0.67318], [-0.00286, 0.16790, -1.98155], [-0.56076, -0.73056, 0.28208], [0.35179, -1.14537, -2.32501], [-0.12136, -1.97805, -0.09054], [0.20748, -2.21221, -1.41538], [-1.33066, 1.36827, -0.10955], [-1.13237, 2.29149, -0.48693], [0.08955, 0.93357, -2.73268], [-0.88118, -0.58183, 1.30467], [0.78602, -1.44480, -3.19362], [-0.13505, -2.74301, 0.54004], [1.44131, -3.83271, -1.97177], [-0.01425, -3.83972, -2.99025], [-0.11936, -4.29609, -1.22949], [0.77740, 3.17228, 2.36541], [-0.50525, 2.79757, 3.17619], [-1.51357, 2.46881, 2.52695], [-0.45049, 3.04474, 4.42510], [0.60305, 3.36929, 1.25577], [1.47773, 2.36601, 2.47958], [1.20757, 4.07762, 2.80104]]}

=====

Most stable structure, least stable structure: *ii*, *i*.

=====

*i*
{"formula": "C7H17N3", "method": "ωB97M-V/def2-TZVPD", "lumo_ev": 0.76, "smiles": "[H]/N=C(\\C)[C@H](C)N.CC(C)=N", "gap_ev": 9.54, "symbols": ["H", "N", "C", "C", "C", "C", "N", "H", "H", "H", "H", "H", "H", "H", "H", "H", "C", "C", "C", "N", "H", "H", "H", "H", "H", "H", "H"], "xyz": [[-1.54631, -1.95580, 2.40887], [-1.33468, -1.01073, 2.09044], [-1.44364, -0.86441, 0.83908], [-1.80319, -1.94105, -0.14433], [-1.07916, 0.48608, 0.25338], [-1.52788, 1.64256, 1.13466], [-1.46553, 0.60895, -1.11531], [-0.95675, -2.14534, -0.79963], [-2.09001, -2.85858, 0.36783], [-2.61748, -1.59165, -0.77640], [0.11224, 0.46136, 0.25472], [-1.22362, 1.47304, 2.16355], [-2.61680, 1.71142, 1.11132], [-1.11825, 2.58376, 0.77226], [-0.60677, 0.29852, -1.71013], [-1.59486, 1.59000, -1.34438], [2.23197, 1.52291, -0.44325], [1.68815, 0.14986, -0.74210], [2.30674, -0.97135, 0.05946], [1.13029, -0.01620, -1.90027], [1.66624, 2.27522, -0.98781], [2.20444, 1.72614, 0.62655], [3.27060, 1.58282, -0.77315], [3.39290, -0.91608, 0.02375], [2.00234, -1.95241, -0.31543], [1.99918, -0.89209, 1.10074], [1.01983, -0.99695, -2.15442]]}

=====

*ii*
{"formula": "C7H17N3", "method": "ωB97M-V/def2-TZVPD", "lumo_ev": 0.81, "smiles": "[H]/N=C(/N)N(C)C.C=C=C.C", "gap_ev": 9.40, "symbols": ["H", "N", "C", "N", "N", "C", "C", "H", "H", "H", "H", "H", "H", "H", "H", "C", "C", "C", "H", "H", "H", "H", "C", "H", "H", "H", "H"], "xyz": [[2.18198, -1.25328, 1.95463], [2.02737, -0.38291, 1.45687], [0.83516, 0.05465, 1.46632], [0.60708, 1.32221, 0.94767], [-0.29563, -0.59432, 1.92260], [-1.41830, 0.14434, 2.45293], [-0.19523, -1.95329, 2.39628], [1.45844, 1.68539, 0.54143], [-0.16937, 1.37509, 0.30146], [-1.26882, 1.20844, 2.28898], [-2.34688, -0.17275, 1.96578], [-1.51782, -0.03042, 3.52993], [0.48316, -2.51734, 1.75768], [0.15513, -2.01306, 3.43590], [-1.18271, -2.41293, 2.33770], [-1.67925, 1.50780, -1.58044], [-1.21688, 1.23136, -2.75834], [-0.77384, 0.95392, -3.94120], [-2.11077, 0.74401, -0.95115], [-1.68012, 2.51448, -1.19385], [-1.42019, 0.99442, -4.80444], [0.25043, 0.67439, -4.11986], [1.85550, -0.61648, -1.88084], [2.06642, 0.35221, -2.31682], [2.39268, -1.38487, -2.42874], [2.17613, -0.62158, -0.84876], [0.78631, -0.80945, -1.93172]]}

=====

Most stable structure, least stable structure: *i*, *ii*.

=====

*i*
{"formula": "C3H4N2O2S", "method": "ωB97M-V/def2-TZVPD", "lumo_ev": 0.51, "smiles": "[H]/N=C1/NC(=S)OCO1", "gap_ev": 9.60, "symbols": ["H", "N", "C", "N", "C", "S", "O", "C", "O", "H", "H", "H"], "xyz": [[3.26672, -0.88780, -0.43169], [2.40632, -1.43644, -0.11786], [1.43829, -0.59671, 0.02780], [0.14691, -0.79287, 0.48893], [-0.91962, 0.05337, 0.10657], [-2.40536, -0.50568, -0.15033], [-0.63663, 1.27777, -0.07160], [0.74983, 1.60750, 0.23964], [1.60922, 0.69924, -0.39639], [-0.02685, -1.75853, 0.57599], [0.97521, 1.52046, 1.27551], [1.00642, 2.62074, -0.11222]]}

=====

*ii*
{"formula": "C3H4N2O2S", "method": "ωB97M-V/def2-TZVPD", "lumo_ev": -1.32, "smiles": "[H]/N=C(/C=O)N(O)C=S", "gap_ev": 8.01, "symbols": ["H", "N", "C", "C", "O", "N", "O", "C", "S", "H", "H", "H"], "xyz": [[0.62839, 2.14978, 0.10604], [1.43038, 1.51875, 0.06521], [0.87335, 0.35452, -0.01709], [1.77054, -0.86439, -0.13906], [1.25527, -1.98786, 0.28854], [-0.49406, 0.23530, -0.01017], [-1.13362, 1.42022, 0.08728], [-1.25280, -0.82055, -0.18829], [-2.95520, -0.52682, 0.03241], [2.81691, -0.73851, -0.44082], [-2.13991, 1.14008, 0.40768], [-0.79926, -1.88053, -0.19172]]}

=====

Most stable structure, least stable structure: *i*, *ii*.